[1]
Molecular formula: C6H16N2O2
Method: DFT, ωB97M-V with the def2-TZVPD basis set

CARTESIAN COORDINATES (ANGSTROEM)
C 1.6319 0.3940 0.2160
C 2.8879 -0.0567 0.9390
C 1.4266 -0.1276 -1.1428
N 0.3332 -0.0758 1.1855
H 1.5207 1.4796 0.2652
H 0.3860 0.3979 2.0794
H 0.4028 -1.0736 1.3659
H 0.1408 -0.2758 -1.1813
H 2.9633 -1.1452 0.9437
H 3.7673 0.3438 0.4325
H 2.9032 0.2968 1.9705
H 1.7111 0.5782 -1.9195
H 1.8940 -1.0965 -1.3069
C -1.7878 -1.7344 -0.9751
C -1.5594 1.6732 0.6755
N -1.3572 -0.3598 -0.7655
C -1.4732 0.1528 0.6703
O -1.9880 0.4774 -1.7261
O -2.0983 -0.5250 1.4806
H -1.2616 0.9229 -2.1859
H -2.3352 -1.8972 -1.9039
H -2.4292 -2.1025 -0.1821
H -0.8999 -2.3650 -1.0058
H -0.7579 2.1242 0.0864
H -1.4946 2.0200 1.7049
H -2.5267 1.9746 0.2792

As for the energy above the lowest of the compared OMol25 structures with the same formula, charge and spin: 480.57 kJ/mol. Its HOMO energy is -8.231 eV. The LUMO energy comes out at 0.76 eV. Its net charge is 0. The gap between HOMO and LUMO comes out at 0.3303 hartree.

Mulliken population analysis, charges in e, atoms 1 to 4: number 1, C, carries 0.411; number 2, C, carries -1.442; number 3, C, carries -0.875; number 4, N, carries -0.596



[2]
Molecular formula: C6H16N4O
Method: DFT, ωB97M-V with the def2-TZVPD basis set

CARTESIAN COORDINATES (ANGSTROEM)
H 1.8472 -2.9623 0.0406
N 1.5797 -2.0736 0.5312
C 1.8250 -0.9459 -0.0181
N 2.5477 -0.7931 -1.1389
N 1.3188 0.2614 0.4735
C 0.3636 0.3995 1.2473
C -0.1164 -0.6430 2.1234
C -0.3852 1.7269 1.5657
C -0.0667 2.8381 0.5610
H 2.6219 -1.7392 -1.6642
H 2.4431 0.1886 -1.5791
H -0.2645 -1.6168 1.5981
H 0.6084 -0.8013 2.8246
H -1.0744 -0.3776 2.6377
H -1.3649 1.6098 1.6398
H -0.0034 1.9607 2.5574
H -0.6042 3.7210 0.7931
H 1.0361 2.8989 0.3595
H -0.5374 2.6609 -0.4810
C -1.0167 -1.5610 -2.0824
N -1.3687 -0.2778 -1.4103
O -2.7191 0.1834 -1.4378
H -0.2006 -1.2738 -2.7251
H -0.6885 -2.2009 -1.2772
H -1.9031 -1.9347 -2.6866
H -1.1786 -0.2035 -0.4252
H -2.6990 0.9552 -2.0271

As for the energy above the lowest of the compared OMol25 structures with the same formula, charge and spin: 0.00 kJ/mol. Its HOMO energy is -8.735 eV. The LUMO energy comes out at 0.83 eV. The SMILES is [H]/N=C(N)/N=C(\C)CC.CNO. Its net charge is 0. The gap between HOMO and LUMO comes out at 0.3515 hartree.

Mulliken population analysis, charges in e, atoms 1 to 4: number 1, H, carries 0.204; number 2, N, carries -0.641; number 3, C, carries 0.443; number 4, N, carries -0.502